[1]
Computed, not measured: 2 unconnected molecules or ions with the total composition C11H18Si at a distorted geometry, with wB97M-V/def2-TZVPD.

CARTESIAN COORDINATES (ANGSTROEM)
C: 1.9113 1.4714 -2.8882
C: 1.3769 0.9468 -1.9140
Si: 0.4461 0.4505 -0.3148
C: 0.6258 1.8871 0.9579
C: -0.3643 2.6017 1.4355
C: 2.0530 2.4551 1.1128
C: 1.2688 -1.1603 0.1187
C: 2.3317 -1.0438 1.2889
C: 1.8500 -1.9096 -1.0519
H: 2.4249 1.6508 -3.8130
H: -1.0093 0.4045 -0.2871
H: -1.3594 2.2795 1.3826
H: -0.2066 3.4128 2.1454
H: 2.2533 2.9151 2.0489
H: 2.1155 3.2154 0.3407
H: 2.8383 1.7027 0.9764
H: 0.4894 -1.8904 0.4463
H: 3.1473 -0.3601 0.8067
H: 1.9989 -0.2781 1.9769
H: 2.6370 -1.9612 1.6798
H: 2.7747 -1.3818 -1.4607
H: 1.0325 -2.0188 -1.8380
H: 2.0716 -2.9473 -0.6382
C: -2.8443 -1.4601 -1.8769
C: -3.6720 -1.3664 -1.0326
C: -4.7984 -0.8360 -0.2658
H: -2.0420 -1.8222 -2.4508
H: -5.7497 -0.5963 -0.8467
H: -4.3863 0.1220 0.0887
H: -5.0569 -1.4944 0.6336

Summary:
Multiplicity ... 1
Calculated total energy ... -719.223084 a.u.
SMILES string ... C#C[Si@H](C(=C)C)C(C)C.C#CC
M ... 178.4 u
Strongest force on any atom ... 0.1028 Eh/bohr
E_HOMO ... -9.7162 eV
Lowest unoccupied orbital energy ... 0.816 eV
Orbital gap ... 0.3871 Eh

***

[2]
Computed, not measured: a molecular structure, C35H36FN2O8P2RhSeSi at a distorted geometry, with wB97M-V/def2-TZVPD.

CARTESIAN COORDINATES (ANGSTROEM)
Rh: 0.7956 1.1298 -1.7007
O: 0.7577 0.8204 0.4692
P: -0.1107 0.2898 1.5796
C: -1.4992 -0.7811 1.1288
P: -1.0973 -1.5419 -0.4615
O: -0.8026 -0.5555 -1.5470
C: 0.2791 -2.6458 -0.1251
C: 0.1167 -3.7376 0.7305
C: 1.1741 -4.6032 0.9546
C: 2.3912 -4.3886 0.3151
C: 2.5491 -3.3144 -0.5472
C: 1.4934 -2.4381 -0.7708
C: -2.4829 -2.6005 -0.8850
C: -2.3815 -3.3091 -2.0851
C: -3.4356 -4.0982 -2.5134
C: -4.5937 -4.1844 -1.7483
C: -4.7008 -3.4815 -0.5589
C: -3.6441 -2.6883 -0.1233
C: -0.6431 1.4733 2.8108
C: 0.1294 2.6217 2.9750
C: -0.2301 3.5603 3.9314
C: -1.3521 3.3507 4.7238
C: -2.1188 2.2040 4.5618
C: -1.7655 1.2611 3.6054
C: 0.9476 -0.8206 2.5573
C: 0.4712 -1.5373 3.6551
C: 1.3247 -2.3460 4.3886
C: 2.6681 -2.4346 4.0412
C: 3.1557 -1.7059 2.9650
C: 2.2983 -0.8988 2.2232
H: -2.3992 -0.1803 1.0212
H: -1.6099 -1.5612 1.8843
H: -0.8404 -3.9158 1.2121
H: 1.0480 -5.4523 1.6150
H: 3.2152 -5.0706 0.4885
H: 3.4920 -3.1619 -1.0588
H: 1.6041 -1.6117 -1.4532
H: -1.4794 -3.2227 -2.6801
H: -3.3643 -4.6352 -3.4504
H: -5.4229 -4.7925 -2.0900
H: -5.6120 -3.5331 0.0231
H: -3.7392 -2.1346 0.8025
H: 0.9949 2.7748 2.3391
H: 0.3597 4.4597 4.0537
H: -1.6306 4.0839 5.4711
H: -2.9994 2.0492 5.1721
H: -2.3733 0.3727 3.4752
H: -0.5707 -1.4590 3.9530
H: 0.9465 -2.9006 5.2387
H: 3.3343 -3.0670 4.6156
H: 4.2066 -1.7568 2.7049
H: 2.6644 -0.3260 1.3773
C: 6.0367 2.4167 -1.9254
Si: 4.9860 0.9612 -1.4989
C: 4.9987 -0.3713 -2.7855
C: 5.3772 0.2461 0.1659
Se: 2.9411 1.9813 -1.3423
H: 7.0959 2.1431 -1.9820
H: 5.9195 3.2030 -1.1759
H: 5.7254 2.8254 -2.8877
H: 6.0212 -0.7194 -2.9794
H: 4.5735 -0.0117 -3.7247
H: 4.4037 -1.2254 -2.4520
H: 6.4349 -0.0402 0.2284
H: 4.7695 -0.6475 0.3376
H: 5.1673 0.9634 0.9631
O: 1.7989 -0.3944 -3.1086
C: 1.3805 0.3378 -4.0332
O: 0.7285 1.3891 -3.7792
H: 1.5921 0.0812 -5.0733
F: -6.0474 1.5531 -2.2541
C: -5.1745 2.5580 -2.3905
C: -4.2376 2.7743 -1.4745
N: -3.3340 3.8210 -1.5668
C: -2.2798 3.9561 -0.5537
C: -1.4663 2.6686 -0.5032
O: -1.8869 1.7562 0.2124
O: -0.4600 2.6658 -1.2981
C: -3.3636 4.7053 -2.6302
O: -2.6239 5.6579 -2.7390
N: -4.3421 4.4194 -3.5693
C: -5.2902 3.3959 -3.5737
O: -6.0878 3.2704 -4.4733
H: -4.1276 2.1323 -0.6115
H: -2.7242 4.1330 0.4237
H: -1.6541 4.7876 -0.8519
H: -4.3685 5.0475 -4.3584

Summary:
Multiplicity ... 1
Calculated total energy ... -5651.022059 a.u.
M ... 903.6 u
Strongest force on any atom ... 0.0459 Eh/bohr
E_HOMO (spin up / spin down) ... -7.5308 / -7.5311 eV
Lowest unoccupied orbital energy (spin up / spin down) ... -0.592 / -0.589 eV
Orbital gap (spin up / spin down) ... 0.2550 / 0.2551 Eh

***

[3]
Computed, not measured: C2H5N5 in the gas phase at a distorted geometry, with wB97M-V/def2-TZVPD.

CARTESIAN COORDINATES (ANGSTROEM)
N: -0.0629 -0.4133 -2.4291
C: -0.0796 -0.3675 -1.0759
N: 0.5684 -1.3409 -0.4169
N: 0.2466 -0.8596 0.8748
C: -0.2895 0.3594 0.8399
N: -0.5763 0.9705 2.0174
N: -0.6962 0.6689 -0.3908
H: 0.6555 -0.9673 -2.9125
H: -0.0318 0.4333 -2.9043
H: 0.8646 -1.3264 1.6997
H: 0.0479 0.8334 2.8983
H: -0.6467 2.0096 1.7994

Summary:
Multiplicity ... 1
Calculated total energy ... -352.973987 a.u.
SMILES string ... Nc1n[nH]c(N)n1
M ... 99.1 u
Strongest force on any atom ... 0.1072 Eh/bohr
E_HOMO ... -8.0719 eV
Lowest unoccupied orbital energy ... 0.685 eV
Orbital gap ... 0.3218 Eh

***

Which value of multiplicity does entry 1 give?
1

***

calculated total energy of number 2 (C35H36FN2O8P2RhSeSi)?
-5651.022059 a.u.